# 1
The following is a quantum chemistry calculation of a 2-piece molecular cluster, C7H13ClN overall, from OMol25.

Last column: natural (NBO) charge in e.
Atoms and positions in Å:
Cl 0.13418 -0.45236 -2.46538  -0.029
N -0.22855 -0.89650 0.59224  -0.402
C -1.13653 -2.05102 0.63473  -0.420
C 0.89437 -0.96629 1.57203  -0.217
C 0.59723 1.12857 -2.98440  -0.230
C -0.24129 1.94803 -3.57592  -0.359
C -0.88968 0.37318 0.89410  -0.078
C 1.13834 0.48229 2.01790  -0.459
C -0.15260 1.14858 1.66440  -0.121
H 0.10395 2.91085 -3.91186  0.233
H 1.64239 1.32480 -2.80214  0.227
H -0.57945 -2.97028 0.47066  0.238
H -1.85511 0.54459 0.46287  0.245
H -1.63068 -2.09561 1.60415  0.236
H 1.35839 0.55245 3.08251  0.254
H 1.96503 0.95230 1.48002  0.241
H -0.41031 2.13564 1.99742  0.256
H 0.55773 -1.56263 2.42182  0.230
H 0.12922 -0.81517 -0.38844  0.455
H -1.27605 1.70489 -3.75120  0.221
H 1.76838 -1.44101 1.12975  0.241
H -1.88897 -1.95531 -0.14524  0.237

Calculated values
* orbital gap: 10.782 eV
* LUMO: -0.0945 Eh
* F_max: 0.017 Eh/bohr
* HOMO: -0.4907 Ha
* E_tot: -21474.771 eV
* total charge: +1


# 2
The following is a quantum chemistry calculation of C7H13ClNO2 as an isolated structure at a distorted geometry, from OMol25.

Last column: natural (NBO) charge in e.
Atoms and positions in Å:
Cl -2.68971 -1.62172 -0.37329  -0.026
O -0.17154 1.14770 1.05436  -0.532
O 3.02428 -1.31656 0.59402  -0.663
N 0.03472 -0.57713 -0.47165  -0.411
C -0.84246 0.42365 0.11914  0.468
C -0.41544 2.36576 0.28166  -0.046
C -1.11585 1.59864 -0.84152  -0.481
C 1.88750 -1.48303 -0.16049  0.116
C 1.35629 -0.19773 -0.97656  -0.283
C -2.11742 -0.48090 0.84074  -0.417
C 0.52348 -1.55426 0.52545  -0.266
H 1.66225 0.76404 -0.55800  0.224
H 0.53613 2.66394 0.07584  0.189
H -0.99788 3.17478 0.85875  0.224
H 0.41073 -1.10765 1.54816  0.253
H -2.10369 1.83822 -1.12585  0.258
H 1.97115 -2.30422 -0.81860  0.202
H 1.73294 -0.14346 -2.03977  0.270
H -0.51726 -0.86952 -1.27620  0.466
H 3.11045 -0.35630 0.88011  0.485
H -1.63384 -1.06865 1.62417  0.221
H -2.96140 0.06141 1.31881  0.266
H -0.16713 -2.45354 0.65956  0.260
H -0.51629 1.49653 -1.73884  0.221

Calculated values
* orbital gap: 11.578 eV
* LUMO: -0.1026 Eh
* F_max: 0.078 Eh/bohr
* HOMO: -0.5281 Ha
* E_tot: -25567.544 eV
* total charge: +1


# 3
The following is a quantum chemistry calculation of one molecule with the formula C7H13ClO at a distorted geometry, from OMol25.

Last column: natural (NBO) charge in e.
Atoms and positions in Å:
Cl -2.30191 2.35839 -0.19294  -0.010
O 0.39744 1.29991 -1.44791  -0.741
C 1.89333 -0.47792 -0.66444  -0.647
C -0.14087 0.07492 0.49867  0.066
C 0.11125 1.38321 1.24248  -0.440
C 0.43567 0.01727 -0.87214  0.203
C -1.45432 1.24479 0.88434  -0.294
C -0.50788 -1.18743 1.37822  -0.639
C -0.38691 -1.00402 -1.68682  -0.621
H -1.46020 -0.66935 -1.73318  0.217
H -0.15851 -1.85178 -1.08987  0.202
H 2.52894 -0.40597 -1.60221  0.229
H -0.44037 -0.94941 2.41486  0.213
H 0.21510 -1.98638 1.28365  0.219
H -1.61344 -1.46601 1.13750  0.233
H -0.52418 1.72084 -1.20769  0.478
H 0.21624 1.19566 2.30004  0.202
H 1.84095 -1.55348 -0.46470  0.215
H -0.07319 -1.11744 -2.72176  0.220
H 0.74870 2.17246 0.84724  0.247
H -1.89785 1.01795 1.81252  0.213
H 2.57201 0.18378 -0.11586  0.234

Calculated values
* orbital gap: 9.672 eV
* LUMO: 0.0294 Eh
* F_max: 0.102 Eh/bohr
* HOMO: -0.3260 Ha
* E_tot: -22037.061 eV
* SMILES string: CC(C)(O)[C@@]1(C)C[C@H]1Cl


# 4
The following is a quantum chemistry calculation of one molecule with the formula C7H13F at a distorted geometry, from OMol25.

Last column: natural (NBO) charge in e.
Atoms and positions in Å:
F -2.76111 -1.21837 -0.30878  -0.387
C 0.78145 -0.48500 -0.24675  0.051
C -1.44866 -1.42763 0.16982  0.027
C -1.10213 1.03326 -0.62913  -0.447
C -0.99582 1.97621 0.56100  -0.607
C 1.87535 0.59357 -0.36676  -0.648
C 1.49479 -1.77362 0.18366  -0.648
C -0.56644 -0.33333 -0.34800  -0.060
H 2.10465 -2.16783 -0.65016  0.219
H 2.77485 0.26704 -0.83161  0.216
H -0.64496 1.48398 -1.53484  0.215
H 1.49742 1.47800 -0.94675  0.213
H 2.09749 -1.64553 1.05793  0.216
H 0.03095 2.37807 0.87772  0.210
H -1.59629 2.85240 0.29893  0.211
H -1.57319 -1.37858 1.26849  0.175
H 2.10320 0.94240 0.64494  0.218
H 0.76492 -2.54043 0.49381  0.202
H -2.15734 0.85008 -0.91774  0.232
H -1.16300 -2.39803 -0.21956  0.186
H -1.51612 1.51332 1.44378  0.205

Calculated values
* orbital gap: 9.817 eV
* LUMO: 0.0367 Eh
* F_max: 0.064 Eh/bohr
* HOMO: -0.3241 Ha
* E_tot: -10186.320 eV
* SMILES string: CCC(CF)=C(C)C


# 5
The following is a quantum chemistry calculation of a 2-piece molecular cluster, C7H13F2O9PSSi overall at a distorted geometry, from OMol25.

Last column: natural (NBO) charge in e.
Atoms and positions in Å:
S 2.10597 3.43686 1.26389  2.550
P -3.96114 -0.84024 -1.10322  1.921
Si -2.23924 -2.08696 -1.86999  1.598
F -0.49082 -4.49631 -1.91884  -0.361
F -2.74175 -2.82051 -3.20312  -0.627
O 3.25909 2.33930 1.38605  -0.692
O -4.18169 0.38560 -2.10112  -0.986
O -5.11646 -1.73262 -0.91143  -1.083
O 0.79803 -1.27070 -0.24676  -0.508
O 2.41911 4.19198 2.63191  -0.687
O -0.13112 -4.63415 0.26261  -0.503
O -3.50158 -0.06803 0.23861  -0.988
O 0.85886 2.76536 1.35114  -0.904
O 2.38461 4.31796 0.18921  -0.893
C -0.79635 -4.21432 -0.60808  0.893
C -2.04625 -3.39065 -0.52983  -1.036
C 1.25748 -0.05104 -0.94006  -0.114
C 3.36675 3.45093 3.41821  -0.098
C -0.68135 -1.15009 -2.23021  -0.950
C 4.21455 2.73633 2.38273  -0.101
C -0.13258 -0.50270 -0.97428  0.047
H 1.57122 0.65392 -0.18363  0.208
H -2.09653 -2.97321 0.47642  0.264
H 4.95103 3.40025 1.92812  0.198
H -0.84155 0.07655 -0.39390  0.186
H 4.69937 1.84388 2.76666  0.217
H -5.02673 0.82769 -1.94420  0.514
H 0.08628 -1.82831 -2.60775  0.266
H 1.90715 -0.30140 -1.76707  0.191
H 3.93237 4.15274 4.02393  0.215
H -2.87192 -0.55761 0.77488  0.505
H 2.82754 2.75076 4.05722  0.198
H -0.86643 -0.36614 -2.96853  0.264
H -2.91594 -4.04514 -0.64956  0.301

Calculated values
* orbital gap: 10.717 eV
* LUMO: 0.0155 Eh
* F_max: 0.031 Eh/bohr
* HOMO: -0.3784 Ha
* E_tot: -59336.810 eV
* SMILES string: O=C(F)C[Si@](F)(C[C@@H]1CO1)P(=O)(O)O.O=S1(=O)OCCO1


# 6
The following is a quantum chemistry calculation of a 2-piece molecular cluster, C7H13F7NO2P2 overall at a distorted geometry, from OMol25.

Last column: natural (NBO) charge in e.
Atoms and positions in Å:
P 0.95271 0.94509 -0.84974  0.877
P 1.86940 -0.73744 -2.06541  0.399
F -0.66244 0.08067 -2.92986  -0.338
F -2.11199 -1.79847 -1.24002  -0.312
F -2.39735 1.53712 -0.25751  -0.278
F -3.24076 -0.85297 0.33349  -0.301
F -1.08276 -0.94578 0.46624  -0.298
F -3.01839 0.49538 -2.06926  -0.322
F -0.89721 2.17067 -2.34394  -0.333
O 0.32875 0.20832 4.67766  -0.766
O 0.28484 1.50565 2.84024  -0.835
N 0.37528 2.33399 0.02928  -1.223
C -2.10854 -0.78907 -0.36412  0.923
C 3.38107 -0.97110 -1.03147  -0.944
C -2.04735 0.57000 -1.10617  0.551
C -0.71423 0.90902 -1.84345  0.404
C -0.21372 0.70008 3.67172  0.773
C -1.68000 0.27681 3.42256  -0.735
C 0.99271 -2.32250 -1.72254  -0.945
H 0.90793 3.16691 -0.18270  0.366
H 1.67014 -3.12710 -2.03108  0.223
H 3.13394 -1.40560 -0.05583  0.220
H 0.71899 -2.47934 -0.67601  0.221
H 0.40670 2.12970 1.03142  0.450
H 1.15334 0.26844 0.38745  -0.001
H 2.02111 1.70773 -1.41387  -0.061
H -1.73494 -0.80762 3.30657  0.199
H 4.04511 -1.65166 -1.57043  0.228
H 0.11941 -2.37901 -2.37243  0.237
H 3.88713 -0.01446 -0.88262  0.229
H -2.09013 0.75438 2.53206  0.191
H -2.28951 0.55262 4.28497  0.202

Calculated values
* orbital gap: 7.721 eV
* LUMO: 0.1175 Eh
* F_max: 0.023 Eh/bohr
* HOMO: -0.1662 Ha
* E_tot: -50655.611 eV
* total charge: -1


# 7
The following is a quantum chemistry calculation of one molecule with the formula C7H13N at a distorted geometry, from OMol25.

Last column: natural (NBO) charge in e.
Atoms and positions in Å:
N 2.84692 1.01408 -0.26476  -0.837
C -2.60870 -1.82007 -0.03596  -0.381
C -2.29123 -0.53799 0.06173  -0.206
C -0.35007 1.09760 -0.17680  -0.426
C 1.90667 -0.08989 -0.57243  -0.229
C -0.53277 -0.39236 1.77316  -0.392
C 0.66598 0.52413 -1.19754  -0.399
C -1.02659 0.01144 0.60604  -0.028
H 2.35900 1.78145 0.18175  0.345
H 0.20786 1.74340 0.50095  0.199
H 0.07571 -0.12515 -1.84845  0.209
H 2.42903 -0.71397 -1.30059  0.192
H -3.03052 0.25782 -0.02253  0.202
H -3.45399 -2.20691 -0.59180  0.205
H 3.54476 0.67333 0.38362  0.354
H -1.04545 1.72534 -0.72902  0.216
H 1.64436 -0.69386 0.30218  0.179
H -1.81649 -2.54555 0.12677  0.192
H -0.87974 -1.14517 2.46719  0.206
H 0.35231 0.10249 2.16953  0.183
H 1.00296 1.33985 -1.83304  0.213

Calculated values
* orbital gap: 10.081 eV
* LUMO: 0.0359 Eh
* F_max: 0.030 Eh/bohr
* HOMO: -0.3346 Ha
* E_tot: -8958.348 eV
* SMILES string: C=CC(=C)CCCN


# 8
The following is a quantum chemistry calculation of a 2-piece molecular cluster, C7H13N overall, from OMol25.

Last column: natural (NBO) charge in e.
Atoms and positions in Å:
N -2.95079 -0.06653 -0.83739  -0.644
C 2.48603 0.88556 0.85574  -0.642
C 0.47951 2.43243 0.94651  -0.643
C 1.32076 1.49707 0.13498  0.036
C -2.12135 -0.93949 -0.66656  0.429
C -1.57777 -3.29675 -0.14666  -0.614
C 1.04398 1.20448 -1.12544  -0.424
C -1.26075 -1.83181 -0.28578  -0.437
H -3.16511 0.27183 -1.76805  0.375
H -1.98735 -3.69902 -1.07297  0.213
H 1.65051 0.52055 -1.69478  0.192
H 0.20165 1.63704 -1.63732  0.193
H -0.67782 -3.85082 0.10193  0.218
H -0.26114 -1.49432 -0.07073  0.247
H 1.10449 3.15344 1.47177  0.210
H -0.08399 1.87254 1.69270  0.220
H 2.13439 0.19071 1.61975  0.215
H 3.13322 0.34478 0.16982  0.214
H 3.07049 1.65693 1.35566  0.212
H -0.22480 2.96701 0.31521  0.217
H -2.31415 -3.45561 0.64163  0.214

Calculated values
* orbital gap: 9.370 eV
* LUMO: 0.0320 Eh
* F_max: 0.013 Eh/bohr
* HOMO: -0.3123 Ha
* E_tot: -8957.969 eV
* SMILES string: C=C(C)C.CC=C=N